Entry 1:
Here is 16 unconnected molecules or ions with the total composition C32H96O16 at a distorted geometry from the Open Molecules 2025 dataset. Energies are from wB97M-V/def2-TZVPD.

CARTESIAN COORDINATES (ANGSTROEM)
C (15.982, 10.161, 14.638)
C (15.262, 11.463, 14.811)
O (16.255, 12.490, 15.155)
H (16.883, 10.286, 13.952)
H (15.350, 9.298, 14.289)
H (16.401, 9.963, 15.629)
H (14.520, 11.426, 15.663)
H (14.634, 11.791, 13.879)
H (16.311, 13.130, 14.406)
C (13.586, 14.241, 16.127)
C (12.781, 15.374, 15.405)
O (11.407, 14.942, 15.489)
H (14.613, 14.516, 16.122)
H (13.468, 13.362, 15.489)
H (13.101, 14.065, 17.081)
H (13.070, 15.462, 14.335)
H (12.798, 16.363, 15.927)
H (10.821, 15.701, 15.245)
C (10.182, 18.815, 10.921)
C (10.674, 17.369, 11.064)
O (9.828, 16.732, 12.064)
H (10.523, 19.382, 11.724)
H (9.109, 18.850, 10.835)
H (10.616, 19.221, 10.011)
H (11.768, 17.317, 11.381)
H (10.493, 16.872, 10.082)
H (9.707, 15.787, 11.893)
C (9.264, 13.037, 17.589)
C (10.349, 12.132, 17.036)
O (10.544, 12.401, 15.645)
H (9.479, 14.052, 17.323)
H (9.063, 12.833, 18.624)
H (8.270, 12.852, 17.083)
H (10.013, 11.100, 17.153)
H (11.284, 12.159, 17.750)
H (10.956, 13.296, 15.492)
C (14.282, 17.536, 11.537)
C (14.262, 16.708, 10.288)
O (14.841, 17.328, 9.165)
H (15.291, 17.881, 11.612)
H (14.030, 16.902, 12.378)
H (13.697, 18.373, 11.390)
H (13.294, 16.352, 9.994)
H (14.880, 15.845, 10.519)
H (14.494, 18.254, 9.110)
C (7.203, 14.793, 9.554)
C (5.946, 13.956, 9.912)
O (5.817, 12.806, 8.946)
H (7.470, 15.485, 10.334)
H (7.063, 15.368, 8.620)
H (7.990, 14.075, 9.381)
H (4.978, 14.430, 9.864)
H (5.936, 13.544, 10.957)
H (5.587, 13.164, 8.077)
C (16.387, 12.608, 11.246)
C (16.808, 14.025, 11.607)
O (16.186, 14.487, 12.754)
H (16.202, 12.064, 12.174)
H (17.069, 12.142, 10.634)
H (15.381, 12.565, 10.768)
H (16.523, 14.682, 10.754)
H (17.855, 14.022, 11.807)
H (16.459, 15.391, 12.955)
C (6.307, 10.740, 12.621)
C (7.762, 10.780, 12.172)
O (8.094, 11.987, 11.517)
H (5.537, 10.952, 11.869)
H (6.257, 11.421, 13.460)
H (6.055, 9.768, 13.127)
H (7.906, 9.930, 11.441)
H (8.488, 10.644, 13.006)
H (8.222, 11.790, 10.597)
C (9.848, 8.441, 15.129)
C (11.152, 9.008, 14.666)
O (11.085, 10.057, 13.748)
H (9.022, 9.173, 15.247)
H (9.987, 8.049, 16.111)
H (9.376, 7.666, 14.536)
H (11.700, 8.162, 14.157)
H (11.748, 9.336, 15.534)
H (10.850, 10.803, 14.247)
C (7.531, 8.689, 8.556)
C (8.466, 9.897, 8.268)
O (7.955, 11.022, 8.953)
H (7.585, 8.451, 9.614)
H (7.861, 7.710, 8.053)
H (6.537, 8.984, 8.412)
H (8.565, 10.219, 7.210)
H (9.487, 9.676, 8.714)
H (7.401, 11.608, 8.449)
C (11.795, 14.838, 7.978)
C (12.101, 13.365, 7.973)
O (10.937, 12.727, 8.491)
H (10.867, 15.013, 7.443)
H (12.648, 15.449, 7.732)
H (11.607, 15.058, 9.033)
H (12.982, 13.089, 8.534)
H (12.378, 12.996, 6.934)
H (11.217, 11.950, 8.961)
C (16.021, 13.589, 7.088)
C (15.541, 14.162, 5.774)
O (15.000, 15.468, 5.856)
H (16.578, 14.355, 7.556)
H (16.663, 12.750, 6.795)
H (15.330, 13.316, 7.867)
H (14.913, 13.509, 5.214)
H (16.537, 14.178, 5.179)
H (14.904, 15.777, 6.719)
C (13.327, 19.335, 6.059)
C (12.532, 19.203, 7.311)
O (13.312, 19.782, 8.415)
H (12.780, 18.944, 5.170)
H (14.294, 18.801, 6.142)
H (13.561, 20.364, 5.852)
H (12.392, 18.152, 7.581)
H (11.612, 19.734, 7.062)
H (12.693, 20.276, 8.973)
C (10.645, 18.721, 16.333)
C (9.740, 18.004, 15.368)
O (10.656, 17.393, 14.419)
H (11.168, 19.543, 15.907)
H (11.323, 18.003, 16.792)
H (9.995, 19.153, 17.098)
H (9.052, 18.614, 14.755)
H (9.093, 17.281, 15.842)
H (10.249, 17.047, 13.577)
C (12.366, 14.087, 12.086)
C (11.189, 13.176, 12.263)
O (10.040, 13.985, 11.843)
H (12.442, 14.365, 11.027)
H (13.409, 13.691, 12.403)
H (12.124, 15.008, 12.580)
H (11.193, 12.860, 13.271)
H (11.260, 12.351, 11.571)
H (9.363, 13.243, 11.818)
C (13.520, 9.301, 11.426)
C (12.335, 9.140, 10.419)
O (12.253, 10.372, 9.652)
H (14.440, 9.564, 10.900)
H (13.742, 8.290, 11.925)
H (13.185, 10.001, 12.212)
H (11.416, 8.945, 10.928)
H (12.575, 8.381, 9.648)
H (13.117, 10.697, 9.309)

Calculated values
**Molecular weight**: 737.10 g/mol
**Multiplicity**: 1
**Frontier orbital gap**: 10.35 eV
**Lowest unoccupied orbital energy**: 0.021 Eh
**Energy above the lowest of the compared OMol25 structures with the same formula, charge and spin**: 3.745 eV
**HOMO energy**: -9.78 eV

***

Entry 2:
Here is a molecular structure, C32H98N8O13 at a distorted geometry from the Open Molecules 2025 dataset. Energies are from wB97M-V/def2-TZVPD.

CARTESIAN COORDINATES (ANGSTROEM)
C (-38.627, 0.064, -7.355)
C (-38.152, 0.559, -5.988)
C (-37.263, -0.446, -5.288)
O (-37.826, -1.722, -5.188)
C (-39.041, -1.886, -4.506)
N (-37.644, 1.981, -6.028)
H (-39.320, -0.776, -7.379)
H (-37.805, -0.218, -8.014)
H (-39.258, 0.860, -7.750)
H (-39.020, 0.606, -5.330)
H (-37.039, -0.112, -4.275)
H (-36.307, -0.341, -5.801)
H (-39.909, -1.333, -4.867)
H (-38.934, -1.650, -3.447)
H (-39.312, -2.942, -4.504)
H (-38.208, 2.506, -6.681)
H (-36.661, 2.007, -6.259)
C (-39.665, 6.355, -4.331)
C (-38.587, 5.256, -4.394)
C (-39.094, 3.807, -3.953)
O (-39.545, 3.702, -2.574)
C (-38.499, 3.410, -1.621)
N (-37.970, 5.294, -5.712)
H (-39.629, 6.894, -3.384)
H (-40.644, 5.884, -4.419)
H (-39.678, 7.058, -5.163)
H (-37.756, 5.535, -3.748)
H (-38.291, 3.075, -4.039)
H (-39.843, 3.458, -4.664)
H (-38.878, 3.339, -0.602)
H (-37.747, 4.199, -1.661)
H (-38.075, 2.435, -1.859)
H (-37.455, 6.157, -5.810)
H (-37.175, 4.672, -5.660)
C (-42.510, 3.876, -4.869)
C (-41.682, 2.575, -4.921)
C (-41.913, 1.760, -3.633)
O (-40.974, 0.691, -3.495)
C (-39.684, 0.993, -3.057)
N (-42.096, 1.901, -6.128)
H (-43.558, 3.656, -4.666)
H (-42.428, 4.384, -5.830)
H (-42.142, 4.580, -4.123)
H (-40.623, 2.827, -4.982)
H (-42.933, 1.380, -3.696)
H (-41.888, 2.339, -2.710)
H (-39.710, 1.469, -2.077)
H (-39.127, 1.560, -3.803)
H (-39.125, 0.069, -2.905)
H (-43.098, 1.777, -6.149)
H (-42.136, 2.581, -6.874)
C (-37.831, 0.773, -1.394)
C (-37.667, -0.708, -1.117)
C (-37.192, -0.872, 0.347)
O (-36.005, -0.204, 0.640)
C (-34.832, -0.740, -0.018)
N (-38.935, -1.365, -1.222)
H (-38.281, 0.978, -2.366)
H (-36.865, 1.278, -1.384)
H (-38.483, 1.312, -0.706)
H (-37.028, -1.096, -1.910)
H (-37.041, -1.917, 0.619)
H (-37.919, -0.553, 1.094)
H (-34.786, -0.415, -1.057)
H (-34.804, -1.820, 0.130)
H (-33.917, -0.294, 0.370)
H (-39.377, -1.431, -0.317)
H (-39.526, -0.677, -1.668)
C (-45.087, -1.119, 1.431)
C (-43.573, -1.083, 0.988)
C (-43.556, -0.724, -0.526)
O (-42.225, -0.678, -0.974)
C (-42.083, 0.018, -2.211)
N (-42.842, -0.154, 1.819)
H (-45.681, -1.758, 0.777)
H (-45.581, -0.148, 1.456)
H (-45.129, -1.532, 2.439)
H (-43.028, -2.027, 1.004)
H (-44.111, 0.214, -0.567)
H (-44.099, -1.467, -1.110)
H (-42.051, 1.104, -2.128)
H (-42.978, -0.215, -2.788)
H (-41.226, -0.307, -2.802)
H (-42.904, -0.420, 2.791)
H (-41.863, -0.043, 1.599)
C (-43.492, 1.858, -7.945)
C (-42.315, 2.748, -8.495)
C (-42.688, 3.816, -9.632)
O (-43.595, 4.762, -9.060)
C (-44.230, 5.531, -10.002)
N (-41.776, 3.411, -7.321)
H (-43.133, 1.077, -7.274)
H (-43.957, 1.432, -8.834)
H (-44.292, 2.356, -7.396)
H (-41.547, 2.108, -8.930)
H (-43.091, 3.185, -10.425)
H (-41.840, 4.327, -10.088)
H (-43.662, 6.431, -10.238)
H (-45.044, 5.986, -9.438)
H (-44.541, 4.998, -10.901)
H (-41.073, 4.072, -7.618)
H (-42.483, 4.083, -7.060)
C (-41.695, 5.455, -6.131)
C (-41.148, 6.123, -7.452)
C (-40.003, 7.176, -7.297)
O (-40.567, 8.407, -6.727)
C (-40.228, 9.510, -7.493)
N (-40.774, 5.030, -8.287)
H (-41.009, 4.643, -5.888)
H (-42.707, 5.119, -6.357)
H (-41.905, 6.139, -5.309)
H (-42.022, 6.649, -7.835)
H (-39.493, 7.323, -8.249)
H (-39.216, 6.899, -6.595)
H (-40.565, 10.484, -7.139)
H (-40.544, 9.492, -8.536)
H (-39.162, 9.661, -7.667)
H (-39.848, 4.664, -8.120)
H (-40.650, 5.485, -9.180)
C (-43.649, 4.638, -2.675)
C (-44.042, 5.281, -1.396)
C (-44.445, 4.286, -0.355)
O (-45.142, 4.877, 0.694)
C (-45.592, 3.969, 1.686)
N (-42.953, 6.220, -0.952)
H (-44.532, 4.168, -3.110)
H (-42.894, 3.868, -2.516)
H (-43.237, 5.347, -3.393)
H (-44.970, 5.840, -1.517)
H (-43.565, 3.760, 0.016)
H (-45.091, 3.580, -0.876)
H (-46.362, 3.257, 1.388)
H (-45.978, 4.509, 2.551)
H (-44.740, 3.362, 1.993)
H (-42.066, 5.767, -0.784)
H (-43.344, 6.582, -0.094)
O (-41.342, 0.148, -6.956)
H (-41.416, 0.874, -6.336)
H (-42.126, 0.217, -7.501)
O (-42.091, -0.829, -4.786)
H (-41.800, -0.157, -4.170)
H (-41.993, -0.424, -5.648)
O (-44.652, 1.179, -3.057)
H (-44.320, 1.161, -3.954)
H (-45.129, 2.006, -2.994)
O (-44.064, 1.157, -5.321)
H (-43.851, 0.230, -5.210)
H (-44.877, 1.158, -5.826)
O (-39.863, 2.468, -7.014)
H (-40.669, 2.842, -7.370)
H (-40.159, 1.867, -6.330)

Calculated values
**Molecular weight**: 803.18 g/mol
**Multiplicity**: 1
**Frontier orbital gap**: 6.74 eV
**Lowest unoccupied orbital energy**: 0.000 Eh
**Energy above the lowest of the compared OMol25 structures with the same formula, charge and spin**: 38.121 eV
**HOMO energy**: -6.74 eV

***

- What is the HOMO energy in the first record?
  -9.78 eV